Density functional theory data (the ωB97M-V functional and the def2-TZVPD basis) for a structure of composition C41H62F30N10O22S10 at a distorted geometry.

Properties
Gap between HOMO and LUMO: 1.84 eV
LUMO energy: -5.53 eV
Max |F|: 7.2 eV Å⁻¹
Charge: 0

Element x y z (Å)
C  -2.30074  -3.10721  6.19337
C  -3.51235  -3.85172  5.81306
C  -4.11410  -4.80822  6.85850
N  -5.65445  -5.15646  6.60540
C  -6.09872  -6.09490  7.73094
C  -5.28937  -7.35724  7.87424
C  -5.30891  -8.10603  6.49267
C  -5.04594  -7.23483  5.22043
C  -5.84130  -5.88154  5.27732
C  -6.51143  -3.90651  6.79699
H  -1.77495  -3.49987  7.06369
H  -2.55697  -2.04800  6.21605
H  -1.59294  -3.04216  5.36700
H  -3.26286  -4.57567  5.03734
H  -4.28236  -3.22459  5.36374
H  -4.02307  -4.35738  7.84671
H  -3.47072  -5.68749  6.89086
H  -6.07276  -5.51333  8.65246
H  -7.10656  -6.41319  7.46441
H  -4.32125  -7.00944  8.23464
H  -5.68378  -7.96201  8.69081
H  -4.59122  -8.92220  6.57568
H  -6.26880  -8.58133  6.29070
H  -3.97832  -7.18281  5.00691
H  -5.41275  -7.85477  4.40237
H  -5.46517  -5.24250  4.47841
H  -6.91477  -6.03531  5.16729
H  -6.03857  -3.38336  7.62814
H  -7.51143  -4.28719  7.00479
H  -6.55848  -3.43594  5.81492
C  -2.38174  5.02091  2.65526
N  -3.04461  6.31320  2.75525
C  -4.30331  6.38234  2.39433
C  -5.05779  7.54697  2.57131
C  -4.49335  8.61529  3.21472
C  -3.17079  8.59857  3.59438
C  -2.41658  7.41627  3.34762
C  -5.26387  9.85973  3.52498
C  -4.79199  11.14236  3.06514
C  -5.49220  12.27478  3.34401
N  -6.67688  12.18990  4.03533
C  -7.14880  10.98001  4.52648
C  -6.49001  9.81166  4.19058
C  -7.34411  13.43887  4.35171
H  -1.53515  4.97429  3.34025
H  -2.03395  4.85414  1.63578
H  -3.09384  4.25147  2.95355
H  -4.67201  5.51320  1.86988
H  -6.10584  7.54042  2.31062
H  -2.67809  9.36366  4.17599
H  -1.36592  7.30275  3.57040
H  -4.04227  11.26621  2.29769
H  -5.24322  13.23512  2.91722
H  -8.09621  10.99243  5.04481
H  -7.02493  8.89223  4.37744
H  -7.65858  13.94625  3.43969
H  -6.63558  14.10088  4.84954
H  -8.23775  13.23678  4.94218
C  2.82212  -3.86206  -3.13249
N  3.44732  -2.76726  -2.22010
C  4.70698  -3.39805  -1.73895
C  3.81154  -1.49572  -2.99308
C  2.62451  -2.52434  -0.92572
C  1.17816  -2.58134  -1.04809
O  0.65610  -1.84378  -2.13719
H  1.82474  -3.66118  -3.52361
H  2.77446  -4.78174  -2.54937
H  3.48825  -4.28396  -3.88506
H  5.24499  -3.73157  -2.62631
H  4.49264  -4.21567  -1.05071
H  5.18816  -2.68329  -1.07136
H  2.88663  -0.99381  -3.27721
H  4.30458  -1.97060  -3.84131
H  4.45543  -0.83198  -2.41605
H  2.99884  -1.59437  -0.49778
H  2.91785  -3.29827  -0.21643
H  0.63249  -2.20844  -0.18132
H  0.99965  -3.63354  -1.26968
H  -0.11065  -1.35967  -1.82204
C  2.67645  1.66876  -8.49111
N  1.73223  1.31581  -9.66171
C  0.75509  2.51914  -9.88049
C  2.59780  1.05939  -10.90051
C  0.80637  0.11509  -9.24430
C  1.50461  -1.21216  -9.26070
O  2.70579  -1.39152  -8.52967
H  3.40929  2.43903  -8.73138
H  3.39975  0.89908  -8.22178
H  2.05981  1.92470  -7.62951
H  -0.10273  2.43508  -9.21328
H  0.35420  2.27284  -10.86371
H  1.18453  3.51026  -10.02668
H  1.88971  0.67862  -11.63654
H  3.36798  0.40985  -10.48455
H  3.15385  1.96390  -11.14703
H  -0.01734  -0.02645  -9.94399
H  0.47398  0.30206  -8.22319
H  1.64743  -1.43222  -10.31866
H  0.87533  -2.05994  -8.98983
H  3.12953  -2.24869  -8.61506
C  6.95837  -4.46939  -9.86689
F  6.68608  -3.45478  -9.03257
F  6.28275  -4.38993  -11.01739
F  8.24915  -4.50905  -10.10339
S  6.52611  -6.07055  -8.80926
O  7.33628  -7.17594  -9.34578
O  6.91934  -5.78658  -7.43072
N  4.87379  -6.16190  -8.93796
S  4.65480  -7.34437  -9.88955
O  5.26301  -7.28402  -11.19284
O  4.90794  -8.60832  -9.23241
C  2.74080  -7.39051  -10.09528
F  2.11674  -7.17268  -8.91986
F  2.46120  -6.41604  -10.94477
F  2.27903  -8.56631  -10.47850
C  0.35250  -9.62209  0.53856
F  -0.47180  -8.73403  1.09338
F  -0.07928  -10.88102  0.62561
F  0.51674  -9.24139  -0.77585
S  2.05747  -9.50013  1.44863
O  2.77872  -10.65953  0.92721
O  2.59248  -8.21717  1.02809
N  1.69261  -9.76585  3.12565
S  1.23913  -8.43402  3.83683
O  0.59578  -7.40957  2.99124
O  0.43280  -8.73732  4.98695
C  2.71218  -7.52572  4.54520
F  3.50860  -7.14126  3.62417
F  2.39161  -6.46635  5.19690
F  3.42691  -8.29204  5.35848
C  4.42104  3.62188  7.93676
F  3.20776  3.63639  8.45350
F  4.49687  4.55424  7.07983
F  5.29543  3.74289  8.89418
S  4.75379  1.93700  7.14699
O  5.23561  1.11272  8.25167
O  3.42602  1.56508  6.51661
N  6.06723  2.45688  6.10560
S  5.78218  1.55240  4.91502
O  5.48266  0.10909  5.23278
O  4.87652  2.05999  3.87820
C  7.57626  1.41594  4.11043
F  7.68343  0.94536  2.88266
F  8.12252  2.64778  4.15067
F  8.33416  0.68650  4.95019
C  -4.63291  -2.12744  -1.15481
F  -3.99388  -2.40594  -2.21175
F  -5.71605  -2.86243  -1.15739
F  -3.94245  -2.53143  -0.06872
S  -5.24908  -0.25705  -1.07133
O  -6.41305  -0.17038  -1.97314
O  -5.51983  0.01953  0.35124
N  -3.85511  0.53233  -1.59115
S  -4.33767  1.56964  -2.64897
O  -4.43442  0.96091  -4.00406
O  -5.35210  2.53566  -2.29718
C  -2.74139  2.68421  -2.80621
F  -1.68831  1.95306  -2.66646
F  -2.68080  3.27601  -4.02090
F  -2.75236  3.65810  -1.91559
C  4.05218  6.82919  -0.69521
F  3.72733  7.25875  -1.94185
F  2.96774  6.94627  0.12412
F  4.34714  5.53756  -0.68330
S  5.48770  7.84491  0.07156
O  5.54757  7.58153  1.51147
O  6.62597  7.34583  -0.70474
N  5.19569  9.53297  -0.48554
S  4.23610  10.08145  0.66484
O  3.49488  9.13223  1.50614
O  4.87499  11.22884  1.34637
C  2.80156  10.97597  -0.34924
F  1.99898  11.82194  0.37181
F  3.29413  11.70303  -1.33919
F  2.00986  10.00962  -0.83771